1.
Entry from OMol25: 2 unconnected molecules or ions with the total composition C4H9N2 at a distorted geometry (wB97M-V/def2-TZVPD).

Properties
Kohn-Sham gap (spin up / spin down): 9.7 / 9.7 eV
Energy relative to the best compared isomer or geometry (same formula, charge and spin): 480.0 kJ/mol
Total charge: +1
LUMO energy (spin up / spin down): -5.1865 / -5.1868 eV
Molar mass: 85.1 Da

Geometry (Å):
C -1.91365 1.87148 0.64204
C 0.26123 -0.66799 -0.28727
C 1.11388 -1.61357 0.54275
C 0.11914 -0.94834 -1.77970
N -0.47479 0.26674 0.26136
N -1.15039 2.75857 1.03871
H 1.81397 -2.08272 -0.22428
H 0.47783 -2.37566 1.08600
H 1.55781 -1.04270 1.39507
H -0.94251 -0.95517 -2.12523
H 0.65058 -1.88443 -2.12563
H 0.65376 -0.16538 -2.26702
H -0.31384 0.41713 1.28627
H -1.77950 3.51231 1.52394
H -0.07351 2.90973 1.03300

Listed below, in e, are the Löwdin charges computed for each atom:
1. C 0.1900
2. C -0.3627
3. C -0.0243
4. C -0.0242
5. N 0.0773
6. N 0.0630
7. H 0.1071
8. H 0.1191
9. H 0.0927
10. H 0.1070
11. H 0.1039
12. H 0.0751
13. H 0.0746
14. H 0.1969
15. H 0.2046

***

2.
Entry from OMol25: 3 unconnected molecules or ions with the total composition C27H43FN4O6S at a distorted geometry (wB97M-V/def2-TZVPD).

Properties
Kohn-Sham gap: 8.4 eV
Structure (SMILES): CCCCCCCCCCN(CCCCCN)S(=O)(=O)F.O=[N+]([O-])c1ccccc1.O=[N+]([O-])c1ccccc1
LUMO energy: -0.6534 eV
Molar mass: 570.7 Da

Geometry (Å):
C -3.64537 0.81498 -6.86441
C -3.46391 -0.05355 -5.55608
C -4.83013 -0.17620 -4.79434
C -4.72828 0.12718 -3.25169
C -5.55126 1.38661 -2.81068
C -5.16369 1.77404 -1.33630
C -3.75016 2.45652 -1.29034
C -3.06045 2.33118 0.12347
C -1.63873 1.69802 0.04913
C -0.86842 1.98904 1.38587
N 0.25831 1.04254 1.62439
C 1.49918 1.70833 2.11085
C 2.74493 1.07374 1.38693
C 2.58029 1.37610 -0.16094
C 3.85704 2.06129 -0.75826
C 3.58071 3.09200 -1.90961
N 2.40671 2.80687 -2.74608
S -0.20552 -0.18083 2.72830
O 0.98539 -0.97761 3.10618
O -1.19759 -1.09908 2.09932
F -0.80533 0.45750 4.11500
H -4.61468 0.59376 -7.35872
H -3.57036 1.88643 -6.58772
H -2.84365 0.59369 -7.59578
H -3.10732 -1.04952 -5.90073
H -2.66433 0.38130 -4.92315
H -5.58115 0.52059 -5.21951
H -5.18702 -1.22450 -4.88904
H -3.65095 0.24275 -3.00045
H -5.10786 -0.72896 -2.65880
H -6.61820 1.07664 -2.80978
H -5.41141 2.23125 -3.52049
H -5.18401 0.83158 -0.75020
H -5.93463 2.47988 -0.96211
H -3.07373 2.04383 -2.07208
H -3.92587 3.52795 -1.52924
H -2.98925 3.36059 0.54608
H -3.74623 1.77650 0.80005
H -1.09382 2.20314 -0.77635
H -1.66307 0.59540 -0.09080
H -1.56964 1.93508 2.25196
H -0.54064 3.04979 1.35162
H 1.53027 2.79077 1.87926
H 1.60031 1.62735 3.21595
H 3.69622 1.50825 1.75786
H 2.75398 -0.01294 1.59341
H 2.48468 0.38120 -0.65761
H 1.63244 1.90928 -0.37121
H 4.32753 2.63771 0.07416
H 4.58969 1.27562 -1.02703
H 3.55873 4.14429 -1.55224
H 4.46646 3.04486 -2.58930
H 2.17180 1.82563 -2.77460
H 1.61359 3.39033 -2.52734
C -1.53070 -4.15187 4.60623
C -1.89949 -4.99495 5.64857
C -2.97656 -4.66739 6.45991
C -3.67803 -3.49470 6.21357
C -3.31344 -2.64221 5.17965
C -2.23319 -2.97511 4.37376
N -4.82861 -3.15787 7.05113
O -5.10971 -3.91365 7.95783
O -5.44058 -2.14319 6.79119
H -0.69244 -4.41294 3.97122
H -1.34856 -5.90965 5.82685
H -3.25757 -5.32779 7.26862
H -3.85761 -1.72679 4.99167
H -1.93901 -2.31735 3.56058
C 7.76886 -3.49184 -0.31937
C 8.33983 -2.91876 -1.44969
C 8.23294 -1.55229 -1.66571
C 7.55517 -0.77121 -0.73933
C 6.97490 -1.33423 0.38937
C 7.08400 -2.70197 0.59651
N 7.46029 0.67240 -0.95023
O 7.95903 1.13187 -1.95512
O 6.88812 1.33019 -0.10618
H 7.85881 -4.55825 -0.15108
H 8.87104 -3.53744 -2.16128
H 8.67952 -1.11343 -2.54726
H 6.44311 -0.72542 1.10787
H 6.63827 -3.15231 1.47391

Listed below, in e, are the Löwdin charges computed for each atom:
1. C -0.1247
2. C -0.2467
3. C -0.2057
4. C -0.2153
5. C -0.2154
6. C -0.2109
7. C -0.1986
8. C -0.2006
9. C -0.1751
10. C -0.2120
11. N -0.1955
12. C -0.2117
13. C -0.1607
14. C -0.1967
15. C -0.1934
16. C -0.2683
17. N -0.0227
18. S 0.7555
19. O -0.2871
20. O -0.2983
21. F -0.1789
22. H 0.0691
23. H 0.0689
24. H 0.0622
25. H 0.0979
26. H 0.0940
27. H 0.0980
28. H 0.1046
29. H 0.0881
30. H 0.1073
31. H 0.1097
32. H 0.1133
33. H 0.1083
34. H 0.1090
35. H 0.0944
36. H 0.1095
37. H 0.1113
38. H 0.1118
39. H 0.1085
40. H 0.1163
41. H 0.1148
42. H 0.1282
43. H 0.1261
44. H 0.1186
45. H 0.1094
46. H 0.0967
47. H 0.1121
48. H 0.0871
49. H 0.0985
50. H 0.0911
51. H 0.1113
52. H 0.1009
53. H 0.0585
54. H 0.0520
55. C -0.0593
56. C -0.0685
57. C -0.0071
58. C -0.1497
59. C 0.0070
60. C -0.0559
61. N -0.3613
62. O 0.0747
63. O 0.0753
64. H 0.1105
65. H 0.1057
66. H 0.1171
67. H 0.1193
68. H 0.0635
69. C -0.0707
70. C -0.0653
71. C -0.0008
72. C -0.1470
73. C -0.0013
74. C -0.0645
75. N -0.3538
76. O 0.0847
77. O 0.0603
78. H 0.1077
79. H 0.1084
80. H 0.1197
81. H 0.1177
82. H 0.1090

***

3.
Entry from OMol25: C5H8 in the gas phase at a distorted geometry (wB97M-V/def2-TZVPD).

Properties
Kohn-Sham gap: 10.6 eV
Energy relative to the best compared isomer or geometry (same formula, charge and spin): 132.7 kJ/mol
Structure (SMILES): C[C@@H]1C=CC1
LUMO energy: 1.2853 eV
Molar mass: 68.1 Da

Geometry (Å):
C 0.28520 0.09075 0.53249
C 1.51686 0.53756 -0.17858
C -0.18504 -1.31948 0.03631
C -1.37349 -0.82296 -0.29638
C -1.09852 0.61227 0.04724
H 1.61020 1.61725 0.01196
H 0.42414 0.31029 1.60922
H 1.43977 0.30885 -1.24990
H 2.33320 -0.06107 0.25056
H 0.17492 -2.35071 -0.14109
H -2.28718 -1.28404 -0.62672
H -1.09046 1.30550 -0.80842
H -1.73725 1.04230 0.82634

Listed below, in e, are the Löwdin charges computed for each atom:
1. C -0.3739
2. C -0.1031
3. C -0.0413
4. C -0.1160
5. C -0.1547
6. H 0.0819
7. H 0.1359
8. H 0.0851
9. H 0.0819
10. H 0.1043
11. H 0.0871
12. H 0.1117
13. H 0.1011